(1)
The following is a DFT calculation (wB97M-V/def2-TZVPD) of an isolated ion of composition C8H15N3 and charge +2 in a non-equilibrium geometry.

Geometry as ORCA input:
```
! RIJCOSX wB97M-V def2-TZVPD def2/J DEFGRID3
* xyz 2 1
H 2.2798 -3.4499 2.3475
N 1.9383 -2.8770 1.5643
C 0.7776 -2.9834 1.2183
N 0.2241 -2.1112 0.1829
C 0.1568 -0.8328 -0.0545
C -0.5514 -0.5460 -1.3755
C -0.2293 0.7951 -1.9728
N -1.1849 1.8297 -1.3266
C -0.6902 2.2843 -0.0063
C -0.5369 1.2958 1.1139
C 0.4752 0.2080 0.8189
C 1.6471 0.2451 1.4183
H 0.0484 -3.7952 1.4284
H -0.2857 -2.6547 -0.5857
H -1.6399 -0.5174 -1.3263
H -0.4470 -1.2800 -2.1840
H 0.8904 0.8656 -1.8358
H -0.5153 0.7280 -3.0244
H -1.4337 2.6077 -1.9128
H -2.0736 1.2887 -1.1878
H -1.4040 3.0245 0.4508
H 0.1170 2.8494 -0.4177
H -0.2311 1.7480 2.0949
H -1.5525 0.8414 1.1613
H 2.4210 -0.5068 1.1633
H 1.7997 0.9430 2.2471
*
```

## Properties
Energy relative to the best compared isomer or geometry (same formula, charge and spin) ... 23.5 kcal per mole
Lowest unoccupied orbital energy ... -8.5 eV
Kohn-Sham gap ... 9.358 eV
Structure (SMILES) ... [H]/N=C/[NH+]=C1/CC[NH2+]CCC1=C

Results of the natural (NBO) charge analysis, in e, for atoms 1 through 2: atom 1 (H): 0.4184, atom 2 (N): -0.5354

---

(2)
The following is a DFT calculation (wB97M-V/def2-TZVPD) of C26H37N3O8Ti as an isolated structure in a non-equilibrium geometry.

Geometry as ORCA input:
```
! RIJCOSX wB97M-V def2-TZVPD def2/J DEFGRID3
* xyz -2 1
Ti -0.5546 1.1748 -2.0390
O -2.3818 3.4970 -1.2778
C -0.9738 3.3651 -1.4257
O -0.2848 2.4672 -0.6238
C -0.4129 3.7961 -2.7096
O 0.6111 2.7956 -3.1566
C 0.5705 2.5544 -4.5411
C -0.7098 1.8047 -4.9396
O -0.9888 1.7059 -6.1352
O -1.3733 1.3210 -3.9601
H -2.7566 2.6223 -1.0814
H 0.1711 4.7473 -2.7152
H -1.2222 3.8760 -3.4431
H 1.4273 1.9259 -4.7993
H 0.6379 3.4885 -5.1119
O -0.4069 -0.6263 0.5821
C -1.7743 -0.6745 0.9102
C -2.6660 0.2834 0.0395
O -3.7614 0.6268 0.4735
O -2.2375 0.5183 -1.1325
C -1.8407 -0.4239 2.4298
C -2.8978 0.1894 3.0982
C -2.8741 0.3188 4.4824
C -1.8097 -0.1685 5.2225
C -0.7556 -0.7928 4.5675
C -0.7758 -0.9183 3.1879
C -2.3442 -2.0852 0.6582
C -3.6767 -2.3743 0.9589
C -4.1803 -3.6473 0.7491
C -3.3599 -4.6471 0.2346
C -2.0393 -4.3629 -0.0693
C -1.5321 -3.0852 0.1434
H -0.2252 -0.5581 -0.3944
H -3.7178 0.5850 2.5192
H -3.7010 0.8173 4.9751
H -1.7971 -0.0616 6.3018
H 0.0890 -1.1811 5.1250
H 0.0398 -1.4058 2.6735
H -4.3148 -1.5881 1.3384
H -5.2184 -3.8554 0.9803
H -3.7548 -5.6427 0.0638
H -1.3918 -5.1266 -0.4838
H -0.5043 -2.8560 -0.0960
C 1.8009 2.2346 2.7205
C 2.8918 1.2336 2.3277
C 4.2518 1.9224 2.2869
C 2.9273 0.0932 3.3408
N 2.6351 0.6036 1.0121
N 2.4714 1.4850 -0.0771
H 2.0160 2.6968 3.6888
H 0.8299 1.7384 2.7843
H 1.7135 3.0320 1.9816
H 4.5548 2.2269 3.2916
H 4.2178 2.8161 1.6607
H 5.0065 1.2467 1.8786
H 3.1906 0.4590 4.3365
H 3.6579 -0.6589 3.0348
H 1.9506 -0.3856 3.4087
H 1.7689 0.0730 1.0854
H 3.3684 1.8101 -0.3965
H 1.7516 2.1963 0.0168
C 2.2051 -0.8409 -3.7873
C 1.2475 -1.3389 -2.6931
C 2.0820 -1.9825 -1.5758
C 0.2977 -2.3764 -3.3041
N 0.4933 -0.2301 -2.1888
H 2.8512 -1.6456 -4.1599
H 2.8324 -0.0396 -3.3913
H 1.6340 -0.4429 -4.6290
H 2.8195 -2.6858 -1.9834
H 1.4493 -2.5370 -0.8785
H 2.6031 -1.2124 -1.0060
H 0.8414 -3.2305 -3.7286
H -0.2984 -1.9097 -4.0903
H -0.3935 -2.7503 -2.5454
*
```

## Properties
Energy relative to the best compared isomer or geometry (same formula, charge and spin) ... 49.9 kcal per mole
Lowest unoccupied orbital energy (spin up / spin down) ... 4.5 / 4.5 eV
Kohn-Sham gap (spin up / spin down) ... 3.687 / 3.688 eV

Results of the Mulliken charge analysis, in e, for atoms 1 through 2: atom 1 (Ti): 1.0862, atom 2 (O): -0.5562

---

(3)
The following is a DFT calculation (wB97M-V/def2-TZVPD) of a 2-piece molecular cluster, C4H9N2 overall in a non-equilibrium geometry.

Geometry as ORCA input:
```
! RIJCOSX wB97M-V def2-TZVPD def2/J DEFGRID3
* xyz 1 1
C 1.5267 1.5633 1.6364
C 0.8268 0.1136 -0.0525
C -0.3750 -0.5750 -0.3958
C -0.6949 -1.8317 -0.9506
N 0.6492 1.2579 0.7973
N -2.0202 0.6012 -0.1446
H 1.3448 2.4191 2.2613
H 2.4661 1.0264 1.7819
H 1.6385 -0.5732 0.2633
H 1.1461 0.5197 -1.0437
H -1.5114 -1.7726 -1.6737
H -1.1040 -2.4544 -0.1403
H 0.1698 -2.3524 -1.3677
H -2.4718 0.5679 -1.0490
H -1.5908 1.4902 0.0776
*
```

## Properties
Energy relative to the best compared isomer or geometry (same formula, charge and spin) ... 135.7 kcal per mole
Lowest unoccupied orbital energy ... -6.4 eV
Kohn-Sham gap ... 8.242 eV

Results of the natural (NBO) charge analysis, in e, for atoms 1 through 2: atom 1 (C): 0.0305, atom 2 (C): -0.4789

---

(4)
The following is a DFT calculation (wB97M-V/def2-TZVPD) of C3HHgO3 as an isolated structure in a non-equilibrium geometry.

Geometry as ORCA input:
```
! RIJCOSX wB97M-V def2-TZVPD def2/J DEFGRID3
* xyz 0 2
O -0.2669 -0.4997 0.0598
Hg -2.5278 -1.6833 -0.0394
O -2.2524 0.4693 -0.0277
C -1.0615 0.7966 0.0183
O -0.4208 1.8121 -0.0374
C 2.2214 -0.2961 -0.0202
H 3.2804 -0.1210 -0.0183
C 1.0276 -0.4778 0.0647
*
```

## Properties
Energy relative to the best compared isomer or geometry (same formula, charge and spin) ... 0.0 kcal per mole
Lowest unoccupied orbital energy (spin up / spin down) ... -0.1 / -3.4 eV
Kohn-Sham gap (spin up / spin down) ... 9.402 / 6.114 eV
Expectation value of S² ... 0.7541

Results of the natural (NBO) charge analysis, in e, for atoms 1 through 2: atom 1 (O): -0.6505, atom 2 (Hg): 0.8110

---

(5)
The following is a DFT calculation (wB97M-V/def2-TZVPD) of a 3-piece molecular cluster, C20H43N6O7 overall in a non-equilibrium geometry.

Geometry as ORCA input:
```
! RIJCOSX wB97M-V def2-TZVPD def2/J DEFGRID3
* xyz 1 1
O 0.3076 -3.5801 -1.9556
C 0.7783 -3.0377 -1.0527
N 1.2196 -2.4099 -0.0988
C 2.2279 -1.3766 -0.3755
C 1.6554 -0.3081 -1.3091
C 2.2488 1.0825 -1.1211
N 2.3437 1.4050 0.3324
C 3.0839 0.4361 0.9511
N 4.2595 0.6963 1.4806
C 5.1119 -0.2911 2.1588
C 5.5767 -1.4359 1.2387
C 7.0602 -1.7266 1.2568
O 7.5584 -2.4894 0.4794
O 7.7429 -1.0835 2.2126
N 2.5374 -0.8005 0.9418
H 3.0782 -1.8821 -0.8389
H 1.8146 -0.5798 -2.3519
H 0.5814 -0.2325 -1.1475
H 1.6887 1.8369 -1.6644
H 3.2652 1.1025 -1.5347
H 2.7560 2.3194 0.4851
H 4.5845 1.6509 1.4426
H 5.9842 0.2536 2.5058
H 4.6180 -0.6420 3.0642
H 5.1037 -2.3662 1.5580
H 5.2844 -1.2482 0.2081
H 8.6709 -1.3579 2.1235
H 2.9924 -1.4479 1.5743
C -0.8005 0.2729 -3.7605
O -0.3081 1.5337 -3.3384
C 0.2368 2.3318 -4.3900
C -0.6330 3.5342 -4.6793
N -1.8855 3.1366 -5.3002
C -2.8724 4.2064 -5.4282
C -3.4199 4.8332 -4.1522
O -4.2188 3.9635 -3.3745
C -3.5250 3.1328 -2.4696
H -1.0470 -0.2902 -2.8609
H -1.7013 0.3615 -4.3727
H -0.0364 -0.2736 -4.3231
H 0.3870 1.7329 -5.2925
H 1.2174 2.6861 -4.0540
H -0.0947 4.1995 -5.3607
H -0.7822 4.0725 -3.7317
H -2.2959 2.3839 -4.7627
H -3.7191 3.7957 -5.9820
H -2.4437 4.9989 -6.0495
H -4.0788 5.6509 -4.4530
H -2.6319 5.2817 -3.5335
H -2.6219 3.6187 -2.0863
H -3.2528 2.1719 -2.9191
H -4.1925 2.9287 -1.6326
C -3.4652 -3.1471 1.1530
O -3.8502 -2.0503 1.9546
C -4.5870 -2.4041 3.1223
C -3.7785 -2.1512 4.3750
N -2.6689 -3.0889 4.4806
C -1.7057 -2.7857 5.5325
C -0.9256 -1.4805 5.4323
O -0.0207 -1.4278 4.3391
C -0.5854 -1.0060 3.1130
H -3.0583 -2.7429 0.2264
H -2.6977 -3.7651 1.6336
H -4.3219 -3.7804 0.9056
H -4.9173 -3.4454 3.0735
H -5.4766 -1.7699 3.1479
H -4.4271 -2.2676 5.2478
H -3.4430 -1.1049 4.3426
H -2.1816 -3.1152 3.5946
H -0.9807 -3.6032 5.5483
H -2.2232 -2.8048 6.4966
H -0.3122 -1.3974 6.3326
H -1.5808 -0.6016 5.4204
H -1.3905 -0.2818 3.2610
H -0.9576 -1.8498 2.5256
H 0.2083 -0.5282 2.5344
*
```

## Properties
Lowest unoccupied orbital energy ... -3.2 eV
Kohn-Sham gap ... 7.208 eV

Results of the Mulliken charge analysis, in e, for atoms 1 through 2: atom 1 (O): -0.4059, atom 2 (C): 0.6846

---

(6)
The following is a DFT calculation (wB97M-V/def2-TZVPD) of a 2-piece molecular cluster, C4H11NO2S overall in a non-equilibrium geometry.

Geometry as ORCA input:
```
! RIJCOSX wB97M-V def2-TZVPD def2/J DEFGRID3
* xyz -2 1
C -0.1377 0.5129 -1.4925
C 0.2953 -0.1632 -0.2286
C 1.0631 0.9050 0.6935
S 0.0605 2.4572 0.9984
N 1.1258 -1.3662 -0.4466
C 0.4259 -2.5403 -1.1283
O 1.1394 -3.4974 -1.6091
H -0.5070 -0.2320 -2.1622
H 0.6873 1.2594 -1.9666
H -1.1169 1.0779 -1.2661
H -0.7053 -0.6309 0.3066
H 1.2680 0.4081 1.5952
H 2.0693 1.0024 0.2661
H 1.9700 -1.1305 -0.9652
H 0.0191 -2.8232 -0.1544
H -0.4033 -2.1343 -1.8923
H -3.4841 0.8926 1.1445
H -2.3946 1.4976 1.9616
O -3.1556 0.8444 2.0116
*
```

## Properties
Energy relative to the best compared isomer or geometry (same formula, charge and spin) ... 42.8 kcal per mole
Lowest unoccupied orbital energy ... 5.9 eV
Kohn-Sham gap ... 5.529 eV

Results of the natural (NBO) charge analysis, in e, for atoms 1 through 2: atom 1 (C): -0.6403, atom 2 (C): -0.0554